Density functional theory data (ωB97M-V/def2-TZVPD) for 5 unconnected molecules or ions with the total composition C41H83N4O17.

The geometry in XYZ format:
```
145
Properties=species:S:1:pos:R:3:mulliken_charge:R:1
C 5.36 1.05 -0.97 -0.78
H 4.99 1.92 -0.42 0.49
C -2.31 -0.10 -0.87 1.80
C -2.92 -1.20 -1.75 -0.96
C -6.09 1.55 -2.86 -0.58
C 0.16 -0.95 -1.07 -1.67
O 8.73 -8.39 -0.38 -0.33
H 2.26 0.82 -3.62 0.28
O -7.51 5.98 3.50 -0.35
H -6.79 2.14 -2.27 0.44
H 5.02 -1.11 5.15 0.36
H -3.83 -0.82 -2.20 0.76
H -9.40 6.63 2.91 0.30
H 6.10 -5.87 -2.37 0.28
H 0.14 1.31 0.29 0.52
C -0.54 0.61 0.78 -1.63
H 10.15 -9.67 -1.21 0.30
H 6.84 -0.79 -2.12 0.29
H -1.20 -1.39 0.47 1.06
H 7.34 1.58 -0.28 0.45
H -8.07 7.75 2.56 0.30
H -2.81 2.25 3.61 0.48
H 1.97 3.82 -3.49 0.43
H 8.91 -10.46 -0.22 0.29
C -1.04 0.40 4.49 -1.29
H -8.60 7.51 4.24 0.22
C -6.21 4.15 -7.36 -1.08
H -6.03 0.54 -2.46 0.15
C -3.14 -2.49 -0.96 -0.35
O 2.87 1.40 9.18 -0.33
H 8.40 -0.01 -2.13 0.46
H -5.11 2.02 -2.84 0.23
H -3.89 -0.65 0.40 0.54
C -7.47 3.48 -6.87 -0.17
C 5.13 -7.79 -2.42 -1.12
H -3.97 -4.41 0.79 0.30
H 4.45 -1.99 7.39 0.29
H -5.53 -2.30 -2.18 0.33
C -1.73 1.07 -3.17 -0.96
H 4.63 -7.67 -1.46 0.29
H -2.62 0.94 -3.79 0.45
C -5.56 -2.14 -1.10 -1.04
C 6.37 -6.92 -2.48 -0.19
C -7.30 5.20 2.45 0.75
O -7.18 2.32 -6.05 -0.39
O 3.77 -0.27 8.17 -0.35
C -8.46 7.04 3.27 -0.63
O -2.21 -3.24 -0.77 -0.61
C 7.51 -0.18 -1.52 -0.63
C -6.80 2.58 -4.81 0.74
H -8.05 3.08 -7.70 0.29
H -2.23 -1.44 -2.56 0.42
H 4.27 2.94 -2.85 0.27
C 2.00 2.54 9.19 -0.61
H -5.58 3.43 -7.90 0.29
H -0.70 1.38 4.17 0.20
H 2.01 2.92 10.21 0.22
C 1.58 2.85 -3.83 -1.00
O -7.85 5.27 1.38 -0.55
O 0.78 -2.13 -0.62 -0.39
C 4.57 0.89 -2.28 -0.66
H -0.16 -1.15 -2.10 0.25
O -6.37 4.29 2.78 -0.35
H 2.37 3.30 8.50 0.29
H -0.67 -0.39 3.83 0.25
H -3.11 1.70 -1.66 -0.38
H -0.57 0.22 5.46 0.44
C -1.00 -0.51 -0.16 0.15
C -5.07 4.02 0.72 -0.70
H 1.24 2.97 -4.86 0.36
H -6.45 -2.62 -0.72 0.56
N -3.66 0.72 2.42 0.19
H 0.99 2.25 8.91 0.28
H -5.50 2.57 2.25 -0.01
H -5.57 4.82 0.18 0.45
H -4.56 0.27 2.34 0.27
N -1.70 1.36 1.31 0.29
H 5.39 -8.84 -2.54 0.31
O 7.26 -7.17 -1.38 -0.30
H -4.30 -4.78 -0.90 0.35
H 3.96 -0.02 -2.23 0.34
H 1.87 -2.42 0.87 0.31
C -0.98 2.31 -3.64 -1.62
H 5.17 0.19 -0.32 0.32
H 6.90 -7.05 -3.42 0.33
H -5.66 -1.07 -0.90 0.17
H -4.28 1.54 4.20 0.58
C 9.54 -9.58 -0.32 -0.64
H -6.46 4.96 -8.04 0.36
H 7.07 1.88 -1.98 0.38
H -6.90 3.00 1.26 0.35
H -4.19 4.44 1.22 0.31
C 7.98 -8.29 -1.47 0.75
H 4.44 -7.51 -3.21 0.37
C -3.33 1.29 3.72 -1.43
O 2.22 0.95 7.07 -0.57
C 2.89 0.72 8.04 0.80
H 4.33 0.47 5.57 0.29
C -2.89 0.74 1.35 -0.72
C 4.82 -0.42 5.97 -1.08
H -2.83 0.57 5.65 0.57
H -3.26 -1.45 5.14 0.35
H -0.84 2.25 -4.72 0.63
H -8.10 4.17 -6.31 0.32
O -6.54 1.41 -4.20 -0.39
H -1.09 0.20 -3.34 0.51
H -1.50 1.95 2.10 0.55
O 7.96 -9.07 -2.39 -0.56
O 7.12 -2.20 -0.24 -0.27
C 7.90 -1.01 -0.29 -0.60
H -0.02 0.15 1.62 0.49
O -6.69 3.66 -4.30 -0.57
H 5.26 0.74 -3.12 0.43
H -5.63 4.56 -6.53 0.31
H 2.99 -1.38 6.61 0.28
O -3.02 -1.00 4.32 -0.56
H 8.28 -3.09 1.25 0.35
H -4.75 3.27 0.00 -0.15
H 0.62 1.54 -2.41 -0.65
C -2.56 0.31 4.62 0.42
C -4.59 -4.14 -0.07 -0.93
H 0.93 -0.17 -1.12 0.74
H 8.96 -1.27 -0.33 0.45
H 7.75 -0.43 0.63 0.31
H 3.09 2.33 -1.69 0.34
C -2.14 1.21 -1.69 -0.70
C 7.83 -3.30 0.28 -0.78
O 1.84 -1.68 0.25 -0.36
C -6.01 3.39 1.73 0.01
H 5.78 -0.12 6.40 0.30
C 3.96 -1.10 7.01 -0.17
C 2.70 1.81 -3.75 -0.78
H -1.60 3.19 -3.44 0.34
H 8.63 -3.62 -0.39 0.32
N -4.39 -2.72 -0.40 0.15
H -5.63 -4.31 0.18 0.35
N -3.31 0.17 0.21 0.08
H 7.14 -4.13 0.40 0.18
H 10.17 -9.46 0.56 0.22
H -1.45 1.88 -1.19 0.42
H 0.27 3.23 -2.15 0.46
C 6.87 1.17 -1.18 -1.03
C 3.65 2.07 -2.59 -0.56
C 0.38 2.47 -2.93 0.73
H 3.26 1.77 -4.69 0.53
```

Computed properties:
- charge = +1
- spin multiplicity = 1
- calculated total energy (eV) = -84623.9775

=====

Density functional theory data (ωB97M-V/def2-TZVPD) for 3 unconnected molecules or ions with the total composition C3H13NO2S.

The geometry in XYZ format:
```
20
Properties=species:S:1:pos:R:3:nbo_charge:R:1
H -0.08 -2.38 -0.07 0.21
N -1.55 -0.28 0.72 -0.90
H -0.81 -0.27 1.44 0.37
H -0.14 -2.09 -1.94 0.21
H -1.29 2.81 1.54 0.47
C -0.15 -1.63 -0.87 -0.43
H 2.98 -1.78 0.10 0.10
C -1.43 -0.84 -0.65 -0.21
O -1.39 2.27 0.79 -0.95
H -1.04 2.87 0.03 0.49
H 2.59 1.57 1.42 0.48
O 1.78 2.05 0.99 -0.95
C 1.02 -0.77 -0.84 -0.48
S 2.52 -1.86 -1.06 -0.07
H -2.24 0.49 0.84 0.40
H 1.00 1.92 1.49 0.48
H -1.59 -0.22 -1.51 0.17
H 1.14 -0.25 -1.76 0.21
H -2.33 -1.54 -0.79 0.17
H 1.01 -0.08 0.11 0.24
```

Computed properties:
- charge = 0
- SMILES string = NCCCS.O.O
- energy relative to the best compared isomer or geometry (same formula, charge and spin) (kJ/mol) = 203.3
- spin multiplicity = 1
- calculated total energy (eV) = -19740.3351

=====

Number 1: Kohn-Sham gap 8.74 eV, HOMO energy -10.89 eV, strongest force on any atom 1.055 eV Å⁻¹. Number 2: Kohn-Sham gap 8.48 eV, HOMO energy -8.16 eV, strongest force on any atom 3.730 eV Å⁻¹.